Computed, not measured: a cluster of 2 separate species, CHBrO2S in total at a distorted geometry, with ωB97M-V/def2-TZVPD.

Structure (XYZ):
```
6
Properties=species:S:1:pos:R:3:forces:R:3:mulliken_charge:R:1
C -1.7145 0.1392 -0.1057 -2.750 -1.524 0.220 0.15
O -2.5122 -0.6811 0.0539 2.047 2.005 -0.354 -0.20
O 1.4136 0.1129 -1.0520 -0.387 -0.029 0.731 -0.39
S 0.7334 -0.8169 0.1141 1.095 -0.936 0.131 0.11
Br 1.1711 0.3189 1.9234 0.017 -0.065 0.025 -0.03
H 0.9085 0.9270 -0.9337 -0.022 0.549 -0.754 0.37
```
Forces are in eV/Å.

Calculated values
Kohn-Sham gap: 0.3213 hartree
HOMO level: -0.335 Ha
relative energy (zero: lowest compared OMol25 entry of this formula, charge and spin): 0.0 kcal per mole
LUMO energy: -0.0132 Eh

Computed, not measured: the molecule C19H19NO7S, with ωB97M-V/def2-TZVPD.

Structure (XYZ):
```
47
Properties=species:S:1:pos:R:3:forces:R:3:mulliken_charge:R:1
C -0.0496 -4.0141 4.7114 -0.012 -0.146 0.413 -0.67
H 0.3921 -3.4512 5.5362 -0.023 -0.075 -0.067 0.30
H 0.6588 -4.7390 4.3191 -0.039 0.046 0.003 0.23
H -0.9511 -4.5136 5.0721 0.094 0.025 -0.025 0.30
O -0.3658 -3.1445 3.6341 0.016 0.155 -0.385 -0.29
C -1.2166 -2.1503 3.9171 -0.071 -0.052 0.287 0.54
O -1.6981 -1.9810 5.0096 0.047 -0.025 -0.105 -0.61
C -1.4999 -1.2888 2.7385 -0.076 0.242 -0.239 0.35
C -0.8930 -1.5112 1.5096 -0.087 0.128 0.044 -0.52
C -1.1816 -0.6879 0.4275 -0.403 0.220 0.254 -0.08
C -2.0600 0.3892 0.5935 0.093 -0.143 -0.001 1.35
C -2.6838 0.5868 1.8216 0.086 -0.090 -0.125 -0.89
C -2.4134 -0.2466 2.8874 0.151 -0.171 0.094 -0.91
H -2.8867 -0.1039 3.8463 -0.028 0.022 0.069 0.48
H -3.3694 1.4123 1.9317 -0.074 0.053 0.008 0.50
C -2.2467 1.3942 -0.4933 0.293 0.197 0.147 -0.06
O -1.3250 1.8910 -1.1023 -0.194 0.095 0.094 -0.64
O -3.5133 1.7556 -0.6264 -0.183 -0.211 0.284 -0.36
C -3.7965 2.6846 -1.6632 0.113 0.316 -0.327 -0.69
H -3.6453 2.2057 -2.6321 -0.012 0.034 0.058 0.26
H -3.1399 3.5539 -1.5856 -0.110 -0.064 -0.020 0.31
H -4.8371 2.9727 -1.5387 0.057 -0.031 0.006 0.26
N -0.5934 -0.9802 -0.8078 0.220 -0.093 0.192 0.24
C -1.1873 -0.8291 -2.0152 0.002 -0.229 0.046 0.60
O -2.3136 -0.4127 -2.1852 -0.129 -0.151 -0.231 -0.61
C -0.3051 -1.2556 -3.1708 0.679 0.565 0.024 -1.05
H -0.2545 -2.3411 -3.2405 0.148 -0.056 -0.009 0.42
H -0.6784 -0.8478 -4.1063 -0.027 0.056 0.026 0.41
S 1.4326 -0.7061 -2.9457 -0.384 -0.407 -0.475 1.32
O 2.1422 -0.9756 -4.1638 -0.036 0.179 -0.303 -0.73
O 1.9102 -1.3754 -1.7549 0.014 0.053 0.202 -0.76
C 1.3732 1.1023 -2.6654 -0.099 -0.708 -0.057 -0.65
C 2.4171 1.4158 -1.6520 0.272 0.157 0.227 0.20
C 3.7621 1.3698 -1.9995 -0.071 0.090 0.019 -0.31
C 4.7351 1.5965 -1.0433 0.074 -0.006 -0.026 -0.67
C 4.3728 1.8658 0.2664 0.038 -0.001 0.040 -0.35
C 3.0342 1.9060 0.6182 0.007 0.002 0.062 -0.88
C 2.0585 1.6765 -0.3357 -0.045 0.041 -0.081 0.17
H 1.0126 1.7125 -0.0690 -0.145 -0.013 0.017 0.39
H 2.7488 2.1126 1.6391 -0.028 0.025 0.079 0.42
H 5.1338 2.0412 1.0123 0.062 0.018 0.057 0.38
H 5.7785 1.5589 -1.3187 0.083 -0.003 -0.027 0.38
H 4.0393 1.1456 -3.0190 0.064 -0.020 -0.125 0.42
H 1.5705 1.5447 -3.6376 -0.044 -0.023 -0.105 0.59
H 0.3766 1.3524 -2.3109 -0.090 0.043 -0.001 0.05
H 0.3525 -1.3647 -0.7984 -0.226 0.073 0.014 0.29
H -0.1965 -2.3261 1.3897 0.026 -0.115 -0.033 0.58
```
Forces are in eV/Å.

Calculated values
Kohn-Sham gap: 0.3391 hartree
SMILES: COC(=O)c1ccc(C(=O)OC)c(NC(=O)CS(=O)(=O)Cc2ccccc2)c1
HOMO level: -0.341 Ha
relative energy (zero: lowest compared OMol25 entry of this formula, charge and spin): 30.7 kcal per mole
LUMO energy: -0.0014 Eh

Computed, not measured: a structure of composition C29H44N3OSi2Ti, with ωB97M-V/def2-TZVPD.

Structure (XYZ):
```
80
Properties=species:S:1:pos:R:3:forces:R:3:mulliken_charge:R:1
Ti 0.1016 -0.0868 0.0081 -0.071 -0.134 0.181 -0.87
C 3.7990 0.0007 -1.2963 0.013 -0.099 0.039 -1.30
C 2.5904 0.8186 -1.6701 0.149 0.030 0.020 -0.54
C 2.2229 0.9689 -2.9923 -0.016 0.001 0.013 -0.50
C 1.2187 1.8731 -3.3641 0.020 0.017 -0.015 0.43
C 0.8656 2.0691 -4.8039 0.001 -0.013 0.002 -1.77
C 0.6229 2.6634 -2.3796 0.033 0.022 0.001 0.05
C 0.9931 2.5658 -1.0466 -0.094 -0.117 -0.104 0.56
C 0.5922 3.6277 -0.0757 -0.001 0.065 -0.002 -1.88
C 1.8832 1.5270 -0.6631 -0.013 0.006 -0.009 -0.41
H 3.9542 -0.8652 -1.9509 -0.033 0.008 0.048 0.53
H 3.8034 -0.3050 -0.2456 -0.048 -0.045 -0.039 0.29
H 4.6971 0.6101 -1.4250 -0.026 0.040 -0.026 0.42
H 2.7609 0.4317 -3.7661 0.006 -0.001 0.010 0.58
H 1.4029 2.9394 -5.1903 -0.003 -0.005 -0.005 0.42
H -0.1987 2.2668 -4.9275 0.007 0.016 -0.002 0.41
H 1.1496 1.2130 -5.4133 -0.002 0.007 -0.002 0.42
H -0.0772 3.4353 -2.6802 0.001 0.001 0.002 0.54
H 1.2040 4.5109 -0.2794 -0.026 0.008 -0.010 0.54
H 0.7935 3.3425 0.9514 0.016 -0.009 0.052 0.00
H -0.4483 3.9341 -0.1902 -0.001 -0.022 0.020 0.38
H 2.3259 1.5665 0.3318 -0.029 0.024 0.051 0.79
O 1.2084 -1.4819 -1.0011 0.223 0.084 -0.106 0.82
C 0.6776 -2.6204 -1.7189 -0.046 0.059 0.072 -1.09
C -0.7042 -2.8062 -1.1828 0.062 -0.038 -0.024 0.36
C -1.4635 -3.9187 -1.4984 0.024 0.026 0.004 -1.04
C -2.7246 -4.0422 -0.9445 -0.004 0.001 0.000 -0.67
C -3.1825 -3.0457 -0.0873 -0.009 0.004 0.004 -1.13
C -2.3723 -1.9659 0.1674 0.039 0.011 0.002 -0.38
N -1.1400 -1.8311 -0.3708 -0.194 -0.077 -0.027 1.34
H 2.1473 -1.3356 -1.2089 -0.050 -0.055 -0.031 -0.06
H 1.3077 -3.4862 -1.5239 0.008 -0.045 -0.002 0.72
H 0.6750 -2.3963 -2.7871 0.008 -0.022 -0.022 0.53
H -1.0622 -4.6772 -2.1582 -0.008 0.000 0.002 0.60
H -3.3402 -4.9038 -1.1677 0.001 0.001 0.003 0.49
H -4.1561 -3.1069 0.3780 0.002 -0.007 -0.002 0.58
H -2.7046 -1.1744 0.8251 -0.014 0.003 0.000 0.40
C -0.2423 -2.6879 3.6901 0.006 0.025 0.021 -1.13
Si 1.1142 -1.9742 2.6353 0.012 0.060 0.116 0.24
C 1.5940 -3.3090 1.4200 -0.002 0.042 -0.022 -1.03
C 2.7056 -1.5067 3.4796 0.006 -0.127 -0.023 -1.08
C 0.2807 -0.3042 1.8693 0.256 0.185 -0.019 1.32
Si 0.5694 1.1500 3.2171 -0.035 -0.110 0.176 0.79
C 2.3275 1.7746 3.1045 -0.021 0.003 -0.084 -1.26
C 0.1342 0.4372 4.8845 0.013 0.189 0.024 -1.38
C -0.7129 2.5017 3.0087 -0.025 -0.087 0.017 -1.45
H 0.1449 -3.5863 4.1798 0.010 0.010 -0.014 0.43
H -1.0895 -3.0072 3.0763 0.015 0.014 -0.018 0.32
H -0.6111 -2.0266 4.4703 0.003 -0.044 -0.034 0.36
H 0.7627 -3.7484 0.8706 -0.044 0.011 -0.049 0.23
H 2.4070 -3.0455 0.7444 0.006 0.022 -0.040 0.25
H 1.9866 -4.1073 2.0600 -0.019 0.013 -0.003 0.59
H 3.0538 -2.4226 3.9701 0.009 0.029 -0.002 0.46
H 2.6703 -0.7356 4.2419 -0.047 0.025 0.013 0.36
H 3.4783 -1.2379 2.7548 -0.026 0.012 -0.009 0.33
H -0.8228 -0.4865 1.9038 -0.039 -0.012 -0.088 -0.54
H 2.9488 1.2634 2.3687 -0.004 -0.033 0.010 0.34
H 2.8198 1.6332 4.0689 -0.029 0.033 0.012 0.54
H 2.3581 2.8446 2.8890 -0.021 -0.003 -0.015 0.54
H 0.7896 -0.3284 5.2890 0.017 -0.029 -0.022 0.42
H -0.8968 0.0809 4.9210 0.017 0.008 -0.024 0.36
H 0.1818 1.2938 5.5682 0.029 -0.028 0.000 0.41
H -0.8423 2.9381 2.0248 0.005 0.030 -0.044 0.34
H -0.4240 3.3255 3.6688 0.024 -0.046 0.036 0.46
H -1.6772 2.1425 3.3816 -0.006 0.031 -0.011 0.42
N -3.5814 1.9212 -0.4380 0.063 -0.015 0.038 0.02
C -2.5200 1.5821 0.2784 -0.040 0.013 0.048 -1.42
N -1.6143 0.9250 -0.4531 -0.027 0.039 0.037 1.48
C -2.1653 0.8349 -1.7475 0.024 0.013 -0.069 0.53
C -1.6694 0.2555 -2.9128 -0.028 -0.013 -0.017 -0.33
C -2.4657 0.3308 -4.0393 0.053 -0.030 -0.002 -1.32
C -3.7164 0.9678 -4.0198 -0.036 0.034 0.011 -0.84
C -4.2121 1.5525 -2.8715 0.018 -0.011 -0.024 -1.05
C -3.4052 1.4647 -1.7434 -0.029 0.010 -0.016 0.68
H -4.3763 2.4351 -0.0813 -0.011 0.002 -0.010 0.33
H -2.4192 1.8144 1.3265 0.002 -0.007 -0.029 0.58
H -0.6939 -0.2164 -2.9611 -0.013 0.000 0.024 0.58
H -2.1172 -0.1067 -4.9656 -0.012 0.004 0.000 0.55
H -4.3013 1.0043 -4.9286 -0.003 0.000 0.009 0.49
H -5.1732 2.0489 -2.8557 0.007 -0.005 -0.001 0.53
```
Forces are in eV/Å.

Calculated values
Kohn-Sham gap: 0.2677 hartree
HOMO level: -0.645 Ha
relative energy (zero: lowest compared OMol25 entry of this formula, charge and spin): 1.5 kcal per mole
LUMO energy: -0.3773 Eh
net charge: +3

relative energy (zero: lowest compared OMol25 entry of this formula, charge and spin) of number 2 (C19H19NO7S)?
30.7 kcal per mole